[1]
ORCA calculation (the ωB97M-V functional and the def2-TZVPD basis) on a 10-piece molecular cluster, C52H96O15 overall in a non-equilibrium geometry.

```
163
Properties=species:S:1:pos:R:3:forces:R:3
C -1.537 -1.426 -1.548 0.2 -0.1 0.2
C -2.038 -0.723 -0.526 0.0 -0.2 -0.2
C -1.247 0.031 0.507 -0.1 -0.8 0.5
C -0.874 1.479 0.082 -1.1 -0.9 0.4
C -1.998 2.156 -0.725 0.4 0.1 0.0
C -3.249 2.465 0.065 -0.4 0.6 -0.1
O -3.691 3.587 0.121 0.2 -0.4 0.2
O -3.871 1.433 0.685 0.6 0.0 0.2
O -0.915 2.217 1.361 0.2 0.9 -0.4
C 0.215 2.978 1.443 0.4 -0.3 -0.2
O 0.276 4.067 1.931 -0.1 -0.3 0.2
C 1.282 2.114 0.803 0.4 -0.8 0.5
C 2.733 2.577 0.759 -0.4 -0.1 0.0
C 3.459 2.254 2.048 0.3 -0.2 0.3
O 2.864 2.892 3.199 -0.4 -0.1 -0.3
C 2.194 2.068 4.038 0.0 -0.4 0.5
O 2.703 1.256 4.757 0.0 0.2 -0.4
C 0.570 1.645 -0.485 0.5 1.2 -0.2
C 1.196 0.433 -1.198 0.1 0.1 0.7
C 1.909 -0.668 -0.398 0.2 -0.5 -1.0
C 3.042 -1.211 -1.296 0.4 0.7 0.8
C 4.012 -2.245 -0.672 -0.2 -0.1 -1.2
C 3.875 -3.581 -1.420 -0.7 0.3 0.5
C 2.513 -4.258 -1.095 0.7 0.3 -0.6
C 1.531 -4.236 -2.268 0.0 -0.6 -0.1
C 1.853 -5.361 -3.271 -0.2 0.6 0.2
C 0.739 2.841 -1.465 -0.9 0.1 -0.5
C 0.078 2.710 -2.862 0.2 0.7 0.3
C 0.971 3.121 -4.036 -0.2 -0.5 -0.6
C 0.117 3.027 -5.308 0.0 -0.5 0.3
C 2.175 2.192 -4.221 -0.4 0.0 0.5
H -1.993 -1.395 -2.532 -0.7 -1.1 0.3
H -0.638 -2.027 -1.433 0.6 0.9 -0.4
H -3.118 -0.681 -0.427 -0.1 1.1 -0.6
H -0.366 -0.526 0.832 0.1 0.1 -0.1
H -1.869 0.148 1.389 0.0 0.0 0.1
H -2.219 1.635 -1.654 -0.1 -0.2 0.1
H -1.645 3.142 -1.002 -0.1 0.1 0.0
H -4.378 1.821 1.416 -0.3 0.0 -0.3
H 1.289 1.226 1.453 -0.1 0.0 0.1
H 3.233 1.964 0.003 0.1 0.2 -0.2
H 2.822 3.630 0.504 0.0 0.1 -0.1
H 4.508 2.540 2.003 0.0 0.2 0.0
H 3.450 1.176 2.222 0.0 -0.1 0.0
H 1.099 2.204 4.034 0.1 0.4 -0.1
H 1.951 0.856 -1.853 0.1 0.1 -0.2
H 0.443 -0.001 -1.851 0.0 -0.1 -0.1
H 2.374 -0.328 0.527 -0.3 0.1 0.2
H 1.233 -1.501 -0.209 -0.1 0.1 0.5
H 2.619 -1.566 -2.231 0.0 -0.1 -0.1
H 3.639 -0.329 -1.548 0.0 0.0 -0.2
H 3.841 -2.358 0.397 0.1 -0.1 0.1
H 5.022 -1.873 -0.846 0.1 0.0 0.3
H 4.690 -4.252 -1.177 0.1 0.0 0.0
H 3.893 -3.345 -2.485 0.2 -0.1 -0.1
H 2.751 -5.300 -0.888 -0.3 -0.1 0.4
H 2.091 -3.785 -0.209 -0.1 -0.1 0.1
H 0.500 -4.339 -1.932 0.0 -0.1 0.1
H 1.570 -3.309 -2.841 0.0 0.2 0.2
H 2.165 -6.271 -2.761 0.0 -0.1 0.0
H 2.655 -5.011 -3.918 0.1 -0.3 -0.1
H 0.970 -5.566 -3.872 0.1 -0.1 -0.2
H 0.347 3.755 -1.010 0.1 0.0 0.1
H 1.796 3.041 -1.628 0.2 -0.2 0.2
H -0.768 3.399 -2.883 -0.2 -0.1 -0.1
H -0.340 1.722 -3.061 0.2 -0.2 0.1
H 1.294 4.154 -3.894 0.1 0.0 0.0
H -0.363 2.043 -5.299 -0.1 0.0 -0.1
H 0.726 3.057 -6.205 0.0 0.4 -0.1
H -0.672 3.775 -5.332 0.0 0.1 -0.1
H 1.832 1.162 -4.099 0.1 -0.1 -0.1
H 2.933 2.371 -3.458 0.2 0.0 -0.1
H 2.590 2.284 -5.220 0.3 0.2 0.0
C -2.465 -4.858 2.893 0.0 -0.2 -0.4
C -3.556 -5.070 1.875 0.3 0.0 0.0
C -4.979 -4.995 2.366 -0.1 0.0 -0.4
O -3.287 -5.302 0.715 -0.2 0.0 0.1
H -1.500 -4.948 2.399 0.0 0.0 0.0
H -2.531 -3.874 3.351 -0.1 0.0 0.1
H -2.548 -5.618 3.671 -0.1 0.1 0.1
H -5.175 -4.007 2.788 0.0 -0.1 0.1
H -5.145 -5.755 3.129 0.0 0.1 0.1
H -5.661 -5.167 1.535 0.0 0.0 0.0
C -2.451 -8.721 4.465 0.0 0.3 0.0
C -3.852 -8.319 4.857 0.0 0.0 0.0
C -4.776 -9.423 5.310 -0.1 0.2 0.0
O -4.221 -7.166 4.810 0.0 -0.1 0.0
H -1.889 -7.841 4.159 0.0 0.0 0.0
H -1.946 -9.188 5.312 0.0 -0.1 -0.1
H -2.483 -9.427 3.635 0.0 -0.1 0.1
H -4.363 -9.918 6.191 0.0 -0.1 -0.1
H -4.900 -10.157 4.513 0.1 -0.1 0.1
H -5.747 -9.003 5.561 0.0 0.0 0.0
C 0.685 6.909 -8.694 0.1 0.0 0.4
C 1.036 5.504 -8.278 0.0 0.0 0.0
C 0.811 4.419 -9.306 0.1 -0.1 0.2
O 1.476 5.250 -7.180 0.1 0.0 -0.1
H 0.890 7.591 -7.871 0.0 0.0 0.0
H 1.277 7.205 -9.559 -0.2 0.0 -0.1
H -0.374 6.970 -8.952 0.0 0.0 -0.2
H 1.410 4.617 -10.196 -0.1 0.1 -0.1
H -0.243 4.383 -9.587 0.0 0.1 -0.1
H 1.100 3.457 -8.889 0.0 0.0 0.0
C -3.172 -5.411 -2.266 0.3 0.2 -0.1
C -2.294 -5.516 -3.485 -0.1 0.0 0.1
C -2.586 -6.637 -4.457 0.2 0.1 -0.1
O -1.382 -4.742 -3.673 0.0 0.0 -0.1
H -2.824 -4.583 -1.656 0.0 0.0 0.1
H -4.213 -5.237 -2.543 0.0 -0.1 0.0
H -3.105 -6.327 -1.680 -0.1 0.0 0.0
H -3.598 -6.534 -4.851 0.0 -0.1 0.1
H -2.495 -7.600 -3.953 -0.1 0.0 0.0
H -1.877 -6.599 -5.281 0.0 0.0 0.0
C -1.700 4.068 4.579 -0.3 -0.1 0.1
C -2.212 4.471 5.938 0.0 -0.1 -0.1
C -1.306 5.346 6.773 -0.2 0.0 0.2
O -3.294 4.116 6.345 0.0 0.0 0.0
H -2.440 3.445 4.081 0.0 0.0 0.0
H -1.514 4.951 3.966 0.2 0.0 0.0
H -0.772 3.505 4.681 0.1 0.1 -0.1
H -1.109 6.283 6.251 0.2 -0.1 0.0
H -0.363 4.830 6.964 0.1 0.1 -0.1
H -1.790 5.563 7.723 0.0 0.0 0.0
C 7.558 -5.304 0.154 -0.2 0.1 -0.1
C 6.382 -5.607 1.054 0.0 0.0 0.0
C 6.665 -6.424 2.292 -0.2 0.0 0.0
O 5.270 -5.213 0.794 0.1 -0.1 0.2
H 7.222 -4.713 -0.695 0.0 0.0 0.0
H 8.314 -4.741 0.703 0.1 -0.1 0.0
H 7.999 -6.233 -0.211 0.1 0.0 0.1
H 7.385 -5.906 2.927 0.1 -0.1 0.0
H 7.070 -7.398 2.014 0.1 0.0 0.0
H 5.741 -6.569 2.848 0.0 0.0 0.0
C 0.153 -3.175 7.146 0.1 -0.1 -0.2
C -0.967 -3.283 6.140 0.0 0.0 0.0
C -2.377 -3.151 6.669 0.0 0.0 -0.2
O -0.746 -3.471 4.967 0.0 0.1 0.1
H 1.107 -3.290 6.636 0.0 0.0 0.0
H 0.126 -2.203 7.639 -0.1 0.0 0.1
H 0.055 -3.957 7.900 -0.1 0.1 0.1
H -2.510 -2.176 7.141 0.0 -0.1 0.1
H -2.575 -3.932 7.405 0.0 0.1 0.1
H -3.085 -3.250 5.849 0.0 0.0 0.0
C -0.631 7.989 -13.596 0.2 -0.2 0.1
C -0.156 8.721 -12.363 0.0 0.0 0.0
C -0.732 10.096 -12.122 0.2 0.0 0.2
O 0.647 8.229 -11.604 0.0 0.0 -0.1
H -0.143 7.019 -13.651 0.0 0.0 0.0
H -1.711 7.844 -13.553 0.0 0.1 -0.1
H -0.384 8.564 -14.490 -0.1 0.0 0.0
H -1.817 10.034 -12.019 0.0 0.0 -0.1
H -0.490 10.755 -12.957 -0.1 0.0 -0.1
H -0.312 10.510 -11.209 0.0 0.0 0.0
C -2.003 6.129 11.986 0.0 0.1 0.2
C -1.622 7.587 11.873 0.0 0.0 0.0
C -1.300 8.099 10.488 0.0 0.2 0.1
O -1.578 8.308 12.842 0.0 0.0 0.0
H -2.209 5.889 13.027 0.0 0.0 0.0
H -2.894 5.927 11.390 0.1 -0.1 -0.1
H -1.185 5.500 11.630 -0.1 0.0 -0.1
H -2.165 7.976 9.835 0.1 -0.1 -0.1
H -0.454 7.548 10.074 -0.1 -0.1 -0.1
H -1.044 9.154 10.543 0.0 0.0 0.0
```
Forces are in eV/Å.

As for the SMILES: C=CC[C@@]1(CC(=O)O)OC(=O)[C@H](CCOC=O)[C@]1(CCCCCCCC)CCC(C)C.CC(C)=O.CC(C)=O.CC(C)=O.CC(C)=O.CC(C)=O.CC(C)=O.CC(C)=O.CC(C)=O.CC(C)=O. The calculation puts the total energy at -86191.9485 eV. As for the net charge: 0. The value obtained for the molar mass is 961.33 g mol⁻¹. As for the max |F|: 0.0288 hartree/bohr.


[2]
ORCA calculation (the ωB97M-V functional and the def2-TZVPD basis) on an isolated ion of composition C2H9N2S2 and charge +1 in a non-equilibrium geometry.

```
15
Properties=species:S:1:pos:R:3:forces:R:3
N 1.564 -0.353 -0.579 -2.3 -2.4 -0.2
C 0.335 0.097 -0.123 1.4 -0.4 0.8
N 0.111 -0.443 1.481 3.7 1.1 -1.7
S 0.139 1.898 0.017 0.0 0.2 -0.1
C -0.826 -0.569 -0.768 -3.2 -0.3 -2.6
S -2.388 -0.052 0.099 -0.2 0.7 -0.7
H 2.243 0.317 -0.713 1.8 1.2 -0.6
H 1.461 -1.137 -1.252 0.7 1.1 0.6
H 0.081 -1.433 1.387 -0.6 -0.9 0.7
H -0.635 0.125 1.668 -3.5 0.5 1.2
H 0.828 -0.085 2.107 0.7 -0.5 -0.2
H 1.373 2.306 -0.359 -0.1 -0.4 0.1
H -0.918 -1.724 -0.797 0.8 1.8 0.4
H -1.000 -0.233 -1.891 0.9 -0.6 2.3
H -2.367 1.286 -0.276 0.0 -1.1 0.1
```
Forces are in eV/Å.

For the energy above the lowest of the compared OMol25 structures with the same formula, charge and spin, the calculation gives 164.8 kJ/mol. As for the SMILES: N[C@@]([NH3+])(S)CS. The calculation puts the total energy at -26863.0410 eV. As for the net charge: +1. The value obtained for the molar mass is 125.24 g mol⁻¹. As for the max |F|: 0.0821 hartree/bohr.


> The lowest net charge belongs to which entry?

C52H96O15


What did the second record say?
ORCA calculation (the ωB97M-V functional and the def2-TZVPD basis) on an isolated ion of composition C2H9N2S2 and charge +1 in a non-equilibrium geometry.

```
15
Properties=species:S:1:pos:R:3:forces:R:3
N 1.564 -0.353 -0.579 -2.3 -2.4 -0.2
C 0.335 0.097 -0.123 1.4 -0.4 0.8
N 0.111 -0.443 1.481 3.7 1.1 -1.7
S 0.139 1.898 0.017 0.0 0.2 -0.1
C -0.826 -0.569 -0.768 -3.2 -0.3 -2.6
S -2.388 -0.052 0.099 -0.2 0.7 -0.7
H 2.243 0.317 -0.713 1.8 1.2 -0.6
H 1.461 -1.137 -1.252 0.7 1.1 0.6
H 0.081 -1.433 1.387 -0.6 -0.9 0.7
H -0.635 0.125 1.668 -3.5 0.5 1.2
H 0.828 -0.085 2.107 0.7 -0.5 -0.2
H 1.373 2.306 -0.359 -0.1 -0.4 0.1
H -0.918 -1.724 -0.797 0.8 1.8 0.4
H -1.000 -0.233 -1.891 0.9 -0.6 2.3
H -2.367 1.286 -0.276 0.0 -1.1 0.1
```
Forces are in eV/Å.

For the energy above the lowest of the compared OMol25 structures with the same formula, charge and spin, the calculation gives 164.8 kJ/mol. As for the SMILES: N[C@@]([NH3+])(S)CS. The calculation puts the total energy at -26863.0410 eV. As for the net charge: +1. The value obtained for the molar mass is 125.24 g mol⁻¹. As for the max |F|: 0.0821 hartree/bohr.


> The highest net charge belongs to which entry?

C2H9N2S2


> The highest max |F| belongs to which entry?

C2H9N2S2